[1]
The following is a quantum chemistry calculation of a 2-piece molecular cluster, C3H8N2O2 overall, from the Open Molecules 2025 dataset.

```
15
Properties=species:S:1:pos:R:3:forces:R:3
C -1.3007 1.2053 0.2735 3.4 1.1 1.2
C -0.2855 1.5794 1.1146 -2.1 -1.0 1.2
C 0.3581 -1.3833 -1.3920 -0.4 -0.8 -0.5
N 0.1348 -1.6630 0.9019 0.7 -0.7 1.4
N -0.1090 -2.0368 -0.3374 -1.2 2.1 -0.1
O 0.9580 1.9720 0.7620 0.7 1.7 -2.5
O 1.3604 -0.4825 -1.2802 -0.3 -0.6 -0.3
H -2.1386 0.7619 0.8211 0.0 0.2 -1.2
H -0.9217 1.2862 -0.7981 -1.7 -0.5 1.1
H -0.3314 1.5062 2.2718 -0.1 0.0 -2.2
H 0.0357 -1.5370 -2.4114 -0.1 -0.4 0.3
H 0.9871 -1.1137 0.9006 0.2 0.0 0.2
H -1.0456 -2.4928 -0.2634 1.3 0.1 -1.4
H 0.9638 2.4597 -0.1454 -0.2 -1.4 2.2
H 1.3346 -0.0615 -0.4177 -0.1 0.4 0.6
```
Forces are in eV/Å.

Results
HOMO level (spin up / spin down), hartree: -0.267 / -0.267
Orbital gap (spin up / spin down), eV: 8.005 / 8.004
Charge: 0
Relative energy (zero: lowest compared OMol25 entry of this formula, charge and spin), eV: 5.5038
LUMO level (spin up / spin down), eV: 0.73 / 0.73

***

[2]
The following is a quantum chemistry calculation of a 12-piece molecular cluster, C30H74BNO15S3 overall, from the Open Molecules 2025 dataset.

```
124
Properties=species:S:1:pos:R:3:forces:R:3
C -1.1274 -1.3413 2.7323 1.2 -0.5 -1.1
C -0.4986 -0.2665 1.7951 -1.6 1.3 1.0
C -1.2946 1.0730 2.0524 0.1 -0.1 0.3
B -2.4502 1.3129 0.9994 0.0 0.2 0.6
C -3.9112 0.8487 1.3825 0.0 0.2 -0.8
C -4.9659 0.8263 0.2453 0.0 -0.2 0.7
C -4.5320 0.0174 -1.0056 -0.2 -0.3 1.0
S -5.8520 -1.1632 -1.4993 0.0 0.0 -0.3
C -6.0357 -2.1591 0.0012 0.4 1.0 0.2
S -7.4465 -2.0213 0.8047 0.1 -0.2 0.0
N -4.9411 -2.9465 0.3720 -1.5 -0.2 -0.4
C -5.1857 -3.7077 1.6065 1.0 -0.7 0.1
C -3.8605 -4.4121 2.0016 -0.4 0.2 0.4
O -3.0240 -4.6986 0.8934 -0.1 0.6 -0.2
C -3.7690 -5.0543 -0.2574 0.0 -0.5 0.4
C -4.7849 -3.9739 -0.7019 0.4 -0.3 -0.2
C -2.0307 2.0497 -0.3671 -0.4 -0.5 0.4
S -3.0407 3.4787 -0.7875 1.9 2.0 -0.7
O -2.3321 4.2907 -1.7582 0.0 -0.9 -0.6
O -3.3163 4.2657 0.3848 -0.8 -1.1 0.9
O 0.8440 0.0341 2.1295 -0.1 -0.7 -0.3
C 1.7324 -1.0439 1.9174 1.1 0.1 -0.3
C 2.1535 -1.2653 0.4671 -0.2 0.0 0.4
C 3.0111 -2.3314 0.2356 0.3 -0.6 0.6
C 3.5124 -2.6362 -1.0102 0.2 -0.2 0.0
C 3.1432 -1.8254 -2.0795 0.6 -0.7 -0.2
C 2.2770 -0.7826 -1.8679 -0.3 0.6 -0.7
C 1.7781 -0.4836 -0.6088 -0.2 0.3 0.2
H -0.9661 -2.3182 2.2485 -0.4 0.1 0.3
H -0.5501 -1.3626 3.6651 -0.4 0.2 0.0
H -2.1918 -1.1624 2.8934 0.2 -0.1 0.0
H -0.6424 -0.5420 0.7358 0.5 -0.2 0.2
H -1.7168 0.9908 3.0678 0.1 0.1 -0.2
H -0.5882 1.9170 2.1062 -0.1 -0.3 -0.3
H -3.8557 -0.1319 1.8862 0.0 0.2 -0.1
H -4.2726 1.5544 2.1545 0.3 -0.2 -0.1
H -5.2509 1.8651 0.0267 0.1 -0.3 -0.3
H -5.8744 0.3701 0.6624 0.1 0.2 -0.2
H -3.6476 -0.5945 -0.7794 -0.1 0.3 -0.2
H -4.3324 0.6781 -1.8569 -0.1 -0.5 -0.1
H -5.9586 -4.4624 1.3769 0.0 0.3 0.4
H -5.4832 -3.0857 2.4529 -0.2 0.0 -0.3
H -3.3154 -3.7553 2.6929 0.1 -0.2 -0.4
H -4.0848 -5.3327 2.5699 0.0 0.2 -0.2
H -4.2930 -5.9984 -0.0199 0.0 0.2 -0.3
H -3.0422 -5.2695 -1.0473 -0.1 0.1 0.2
H -5.7720 -4.4516 -0.8461 0.3 0.1 0.0
H -4.5176 -3.5052 -1.6520 0.1 0.0 0.3
H -1.0112 2.4410 -0.2255 -0.4 0.4 -0.2
H -1.9416 1.3082 -1.1817 -0.3 0.4 -0.1
H -4.1909 3.0846 -1.4136 0.3 -0.4 0.4
H 1.3913 -2.0130 2.3145 -0.3 0.4 0.1
H 2.6577 -0.7984 2.4736 -0.6 -0.1 -0.1
H 3.3119 -2.9573 1.0816 -0.1 0.2 -0.1
H 4.1940 -3.4915 -1.0959 -0.3 0.5 -0.2
H 3.5474 -2.0282 -3.0694 -0.2 0.1 0.1
H 1.9878 -0.1777 -2.7267 0.1 0.0 0.3
H 1.1012 0.3581 -0.4665 0.2 -0.1 -0.1
C 7.0330 -3.5657 0.6470 -0.2 -0.2 0.1
O 6.2134 -4.4116 -0.1569 0.0 0.0 -0.1
H 7.6620 -2.9732 -0.0143 0.0 0.0 0.0
H 6.4083 -2.8978 1.2458 0.1 0.1 0.0
H 7.6661 -4.1664 1.3048 0.1 0.1 0.0
H 5.6642 -4.9279 0.4407 0.0 -0.1 -0.1
C 0.2781 2.0570 -3.2916 0.1 -0.4 -0.2
O -0.4528 0.8271 -3.2518 -0.1 0.0 0.3
H -0.2259 2.7799 -2.6567 -0.1 0.0 -0.1
H 1.2965 1.8961 -2.9224 0.0 0.2 0.0
H 0.3057 2.4295 -4.3150 0.1 0.3 0.1
H 0.0082 0.2018 -3.8177 -0.1 -0.1 0.0
C -4.7789 -2.3616 5.7079 -0.2 -0.3 0.1
O -5.5224 -3.3824 5.0461 0.1 0.1 -0.1
H -4.2398 -1.7895 4.9550 0.0 0.0 0.0
H -5.4507 -1.6936 6.2518 0.1 0.1 0.0
H -4.0615 -2.8049 6.4027 0.1 0.1 0.0
H -5.9928 -3.8796 5.7213 0.0 0.0 -0.1
C 8.4301 -6.7241 -1.0190 0.2 -0.2 0.1
O 8.3278 -7.5007 0.1735 -0.1 0.1 0.0
H 7.4472 -6.3285 -1.2551 0.0 0.0 0.1
H 9.1235 -5.8934 -0.8634 -0.1 0.1 -0.2
H 8.7771 -7.3489 -1.8466 0.0 0.1 -0.1
H 9.2038 -7.8424 0.3716 0.0 0.0 0.0
C -7.3969 -0.0619 4.3026 -0.2 -0.2 -0.3
O -8.7489 -0.2242 3.8966 0.0 0.1 0.1
H -7.3795 0.5482 5.2035 -0.1 0.0 0.0
H -6.9532 -1.0378 4.5164 0.2 0.1 0.0
H -6.8277 0.4412 3.5144 0.2 0.0 0.1
H -8.7412 -0.7654 3.1005 -0.1 0.0 0.0
C 0.7077 5.1317 1.2887 -0.3 0.0 -0.2
O 0.0369 5.9180 0.3145 0.2 0.0 0.1
H 1.5565 5.7006 1.6621 0.0 0.0 0.0
H 0.0360 4.9032 2.1217 0.1 -0.1 0.1
H 1.0713 4.1995 0.8433 0.1 0.0 0.1
H -0.7091 5.4005 -0.0040 -0.2 0.1 -0.1
C 2.8362 -0.1242 5.6574 0.1 0.2 -0.2
O 3.6462 -0.2187 4.4895 0.0 0.0 0.1
H 2.5796 -1.1316 5.9768 0.1 0.0 -0.1
H 3.3834 0.3780 6.4589 -0.1 0.0 0.1
H 1.9189 0.4283 5.4379 -0.1 0.0 0.1
H 3.8638 0.6786 4.2202 0.0 0.0 0.0
C 0.4193 5.8639 -4.9728 -0.2 0.0 0.4
O -0.3454 4.9966 -4.1411 0.1 0.1 -0.1
H 0.8117 5.2846 -5.8059 0.0 0.0 0.0
H -0.2125 6.6675 -5.3582 0.2 0.1 -0.1
H 1.2514 6.2893 -4.4047 0.1 0.1 -0.2
H -0.6837 5.5238 -3.4099 -0.1 -0.2 0.1
C 7.4101 -0.3367 -2.5058 -0.1 -0.4 0.0
O 8.1418 -1.5580 -2.4111 0.1 0.1 0.1
H 8.1155 0.4910 -2.4799 0.1 -0.1 0.0
H 6.8500 -0.3032 -3.4421 -0.1 0.2 0.1
H 6.7196 -0.2485 -1.6625 -0.1 0.2 -0.1
H 7.4979 -2.2725 -2.4351 0.1 0.0 0.0
C 5.7179 2.6059 -5.0064 -0.1 0.0 0.3
O 5.0096 1.6995 -4.1663 0.0 0.0 -0.1
H 6.0713 2.0584 -5.8768 0.0 -0.1 0.0
H 5.0592 3.4140 -5.3344 0.1 0.1 -0.1
H 6.5757 3.0258 -4.4745 0.1 0.1 -0.1
H 4.7041 2.1969 -3.4022 0.0 -0.1 0.0
C -0.3127 9.5961 -4.7388 -0.2 0.1 -0.3
O 0.1209 9.5683 -6.0951 0.1 0.0 0.1
H 0.4875 9.2106 -4.1118 0.0 0.0 -0.1
H -0.5443 10.6197 -4.4339 0.0 0.0 0.2
H -1.1989 8.9671 -4.6182 0.0 0.0 0.2
H -0.5969 9.9105 -6.6349 0.1 0.0 0.0
```
Forces are in eV/Å.

Results
Structure (SMILES): C[C@@H](CB(CCCSC(=S)N1CCOCC1)C[SH](=O)=O)OCc1ccccc1.CO.CO.CO.CO.CO.CO.CO.CO.CO.CO.CO
HOMO level, hartree: -0.316
Orbital gap, eV: 8.190
Charge: 0
LUMO level, eV: -0.40

***

[3]
The following is a quantum chemistry calculation of an isolated ion of composition C8H12N3O and charge +1, from the Open Molecules 2025 dataset.

```
24
Properties=species:S:1:pos:R:3:forces:R:3
C 1.6564 1.3769 0.6140 -1.6 2.8 2.4
N 0.5177 0.7391 -0.0316 0.3 1.0 -0.1
C -0.4106 1.4016 -0.6616 -1.8 3.1 -1.0
N -1.3879 0.8446 -1.3741 0.5 -0.2 -0.2
N -0.4960 2.7914 -0.5727 1.9 -0.9 1.4
O -1.4710 3.4034 -1.3168 -0.5 1.7 -0.6
C 0.2117 -0.5989 0.1567 0.2 -4.5 0.7
C -0.7618 -1.0175 1.0891 -0.7 0.9 -0.5
C -0.9116 -2.3592 1.3858 -0.1 -1.6 -0.1
C -0.1148 -3.3514 0.8278 1.9 1.9 -1.9
C 0.8646 -2.9709 -0.0959 -0.8 1.5 0.1
C 0.9468 -1.6227 -0.4918 1.7 0.4 1.3
H 1.3686 1.9695 1.6535 0.6 -2.0 -2.3
H 2.4859 0.7442 0.7380 0.6 -1.2 0.4
H 1.9907 2.1813 -0.0003 0.2 0.6 -0.7
H -2.1381 1.4824 -1.6090 0.1 -0.3 -0.4
H -1.1283 0.0988 -2.0022 -0.5 -0.3 0.2
H -0.3576 3.1131 0.4030 -0.4 0.3 -1.0
H -1.1637 4.2871 -1.7429 0.0 -2.3 1.2
H -1.5183 -0.2905 1.4592 0.9 -0.5 0.1
H -1.6364 -2.8238 2.0308 -0.6 0.9 0.5
H -0.0853 -4.3788 0.9942 -0.8 -1.5 1.1
H 1.6320 -3.6280 -0.4658 -0.2 -0.4 -0.2
H 1.9070 -1.3916 -0.9873 -0.9 0.3 -0.3
```
Forces are in eV/Å.

Results
Structure (SMILES): CN(C(=[NH2+])NO)c1ccccc1
HOMO level, hartree: -0.473
Orbital gap, eV: 10.062
Charge: +1
Relative energy (zero: lowest compared OMol25 entry of this formula, charge and spin), eV: 2.1625
LUMO level, eV: -2.81